(1)
{"formula": "C48H112F12N12O31S12", "method": "wB97M-V/def2-TZVPD", "species": ["C", "C", "C", "C", "C", "C", "N", "O", "C", "C", "C", "H", "H", "H", "H", "H", "H", "H", "H", "H", "H", "H", "H", "H", "H", "H", "H", "H", "H", "C", "C", "C", "C", "C", "C", "N", "O", "C", "C", "C", "H", "H", "H", "H", "H", "H", "H", "H", "H", "H", "H", "H", "H", "H", "H", "H", "H", "H", "C", "O", "C", "C", "N", "H", "H", "C", "C", "O", "C", "H", "H", "H", "H", "H", "H", "H", "H", "H", "H", "H", "H", "H", "H", "C", "C", "N", "C", "C", "C", "C", "C", "O", "C", "H", "H", "H", "H", "H", "H", "H", "H", "H", "H", "H", "H", "H", "H", "H", "H", "H", "H", "H", "H", "C", "C", "N", "C", "C", "C", "C", "C", "O", "C", "H", "H", "H", "H", "H", "H", "H", "H", "H", "H", "H", "H", "H", "H", "H", "H", "H", "H", "H", "H", "C", "C", "N", "C", "C", "C", "C", "C", "O", "C", "H", "H", "H", "H", "H", "H", "H", "H", "H", "H", "H", "H", "H", "H", "H", "H", "H", "H", "H", "H", "N", "S", "O", "O", "F", "S", "O", "O", "F", "N", "S", "O", "O", "F", "S", "O", "O", "F", "N", "S", "O", "O", "F", "S", "O", "O", "F", "N", "S", "O", "O", "F", "S", "O", "O", "F", "N", "S", "O", "O", "F", "S", "O", "O", "F", "N", "S", "O", "O", "F", "S", "O", "O", "F"], "xyz": [[17.197, 16.174, 19.995], [16.082, 16.981, 19.484], [16.440, 18.421, 19.150], [15.389, 19.093, 18.238], [15.355, 18.331, 16.926], [14.665, 17.036, 17.042], [15.437, 16.204, 18.170], [15.501, 15.083, 18.001], [14.867, 16.276, 15.727], [13.216, 17.192, 17.345], [14.750, 17.002, 20.282], [17.462, 16.684, 20.906], [18.027, 16.102, 19.282], [16.773, 15.259, 20.213], [17.464, 18.457, 18.790], [16.344, 18.934, 20.129], [15.641, 20.127, 17.985], [14.415, 19.234, 18.768], [16.406, 18.123, 16.706], [14.998, 18.911, 16.088], [14.473, 15.273, 15.684], [15.881, 16.176, 15.444], [14.284, 16.940, 15.050], [12.666, 16.892, 16.386], [13.070, 18.254, 17.606], [12.843, 16.594, 18.143], [14.967, 17.224, 21.305], [14.288, 16.013, 20.259], [14.147, 17.847, 19.865], [17.182, 18.188, 11.173], [17.822, 18.633, 12.449], [19.110, 19.395, 12.130], [18.850, 20.696, 11.350], [18.160, 21.701, 12.262], [16.713, 21.176, 12.583], [16.830, 19.716, 13.002], [15.987, 19.329, 13.856], [15.782, 21.282, 11.448], [16.075, 21.948, 13.768], [17.956, 17.584, 13.548], [17.082, 19.016, 10.472], [16.284, 17.703, 11.453], [17.808, 17.406, 10.790], [19.807, 18.777, 11.575], [19.552, 19.640, 13.082], [18.343, 20.535, 10.407], [19.850, 21.080, 11.197], [18.034, 22.559, 11.687], [18.704, 21.957, 13.113], [14.848, 20.842, 11.849], [16.019, 20.810, 10.501], [15.585, 22.321, 11.344], [16.701, 21.730, 14.658], [15.064, 21.500, 13.819], [16.191, 22.984, 13.622], [18.379, 17.898, 14.488], [18.466, 16.670, 13.165], [16.969, 17.299, 13.901], [12.457, 13.234, 20.404], [13.110, 12.297, 19.597], [14.499, 12.063, 19.979], [14.879, 10.871, 19.070], [14.712, 11.265, 17.640], [13.818, 11.713, 17.333], [15.470, 11.837, 17.306], [14.781, 10.118, 16.703], [15.944, 9.064, 16.752], [15.988, 8.438, 18.003], [17.200, 7.754, 18.094], [11.400, 13.315, 20.025], [12.955, 14.198, 20.352], [12.384, 12.891, 21.474], [14.540, 11.601, 20.973], [15.106, 12.943, 19.795], [14.278, 9.987, 19.327], [15.885, 10.489, 19.110], [14.859, 10.520, 15.738], [13.801, 9.611, 16.697], [16.872, 9.681, 16.563], [15.843, 8.332, 15.962], [18.031, 8.477, 17.885], [17.266, 6.928, 17.307], [17.330, 7.358, 19.093], [14.642, 25.595, 23.003], [15.404, 24.301, 22.888], [16.611, 24.332, 21.849], [16.103, 24.315, 20.446], [17.518, 25.503, 22.263], [18.726, 25.557, 21.368], [17.367, 23.022, 22.120], [16.640, 21.719, 21.944], [15.981, 21.491, 23.152], [15.522, 20.198, 23.436], [14.730, 26.116, 22.069], [15.150, 26.245, 23.685], [13.605, 25.407, 23.352], [14.738, 23.537, 22.635], [15.836, 24.087, 23.848], [15.786, 25.324, 20.193], [15.234, 23.701, 20.481], [16.857, 23.935, 19.794], [17.667, 25.406, 23.376], [16.885, 26.377, 22.124], [19.319, 24.663, 21.448], [19.356, 26.425, 21.573], [18.470, 25.552, 20.263], [17.750, 23.093, 23.168], [18.195, 22.999, 21.390], [17.359, 20.926, 21.788], [15.959, 21.711, 21.014], [15.055, 20.150, 24.366], [16.416, 19.487, 23.448], [14.830, 19.863, 22.721], [10.180, 12.584, 11.543], [11.201, 13.127, 10.496], [12.013, 14.293, 10.941], [12.734, 14.780, 9.691], [11.155, 15.397, 11.596], [10.226, 16.057, 10.593], [12.937, 13.860, 11.995], [13.987, 12.824, 11.608], [13.409, 11.511, 11.398], [14.398, 10.453, 11.306], [9.228, 13.113, 11.494], [10.602, 12.675, 12.609], [10.000, 11.539, 11.461], [10.715, 13.410, 9.539], [11.912, 12.352, 10.228], [13.109, 13.862, 9.245], [13.558, 15.250, 10.132], [12.068, 15.408, 9.157], [11.839, 16.167, 11.953], [10.691, 14.863, 12.380], [10.739, 16.539, 9.793], [9.808, 16.858, 11.157], [9.410, 15.399, 10.278], [12.220, 13.466, 12.738], [13.507, 14.710, 12.371], [14.718, 12.788, 12.416], [14.555, 13.191, 10.780], [15.049, 10.552, 10.479], [13.912, 9.465, 11.258], [15.014, 10.573, 12.171], [6.329, 17.166, 19.611], [7.025, 17.297, 18.264], [8.082, 16.336, 17.932], [9.327, 16.501, 18.849], [7.546, 14.909, 18.181], [6.488, 14.504, 17.228], [8.629, 16.379, 16.511], [8.772, 17.806, 15.950], [9.224, 18.633, 17.024], [9.706, 19.943, 16.717], [5.750, 16.288, 19.725], [5.682, 18.062, 19.831], [7.026, 17.171, 20.468], [7.342, 18.322, 18.021], [6.207, 16.879, 17.679], [9.105, 17.207, 19.670], [10.161, 16.934, 18.322], [9.585, 15.477, 19.205], [7.281, 14.805, 19.213], [8.413, 14.279, 18.002], [6.866, 14.456, 16.198], [5.593, 15.141, 17.251], [6.156, 13.482, 17.417], [7.984, 15.853, 15.835], [9.599, 15.875, 16.528], [7.907, 18.194, 15.446], [9.630, 17.798, 15.219], [9.773, 20.427, 17.683], [9.086, 20.519, 15.999], [10.639, 19.974, 16.146], [11.253, 21.288, 20.699], [12.827, 21.595, 21.045], [13.200, 22.903, 20.774], [13.613, 20.465, 20.618], [12.914, 21.470, 22.588], [10.776, 19.769, 20.845], [11.760, 18.744, 20.793], [9.455, 19.647, 20.255], [10.398, 19.662, 22.372], [17.101, 12.276, 16.606], [17.564, 12.914, 15.102], [18.601, 12.185, 14.443], [17.575, 14.310, 15.114], [16.194, 12.363, 14.461], [18.169, 12.274, 17.767], [19.447, 12.659, 17.294], [18.041, 11.187, 18.722], [17.759, 13.618, 18.662], [10.746, 12.277, 15.773], [11.630, 13.499, 16.134], [11.849, 13.961, 17.474], [11.471, 14.534, 15.146], [13.133, 12.918, 15.776], [10.259, 11.278, 17.012], [9.363, 10.387, 16.421], [9.959, 11.832, 18.269], [11.592, 10.485, 17.232], [12.442, 21.152, 12.863], [11.873, 19.679, 12.704], [12.098, 19.172, 11.364], [10.644, 19.444, 13.426], [13.027, 18.802, 13.409], [12.179, 22.048, 14.176], [12.979, 21.630, 15.300], [10.807, 22.383, 14.362], [12.910, 23.371, 13.634], [18.688, 20.306, 17.926], [19.160, 21.118, 19.144], [19.426, 20.312, 20.287], [18.355, 22.261, 19.274], [20.602, 21.669, 18.774], [19.262, 19.477, 16.748], [20.680, 19.470, 16.613], [18.329, 19.620, 15.665], [18.821, 17.942, 17.251], [17.235, 13.156, 10.271], [17.187, 14.721, 10.682], [18.323, 15.477, 10.284], [16.612, 14.850, 12.055], [16.102, 15.221, 9.643], [16.699, 12.625, 8.863], [15.429, 13.183, 8.457], [17.048, 11.235, 8.794], [17.713, 13.304, 7.719]], "forces_ev_per_angstrom": [[0.3, 1.1, -0.6], [-2.2, 0.4, -1.3], [-1.0, 0.5, 0.4], [0.1, 0.8, 0.0], [1.5, 0.8, 0.8], [0.9, -1.8, -0.7], [0.0, 4.8, -0.6], [0.5, -3.4, 0.4], [-1.3, 0.6, 0.1], [-1.3, 0.6, -1.2], [0.4, 0.2, -0.7], [0.6, 0.0, 0.4], [-0.1, 0.0, 0.3], [-0.2, -2.4, 0.7], [-0.3, 0.3, 0.0], [0.5, -0.2, -0.3], [0.5, -0.1, 0.3], [0.7, -0.4, -0.6], [0.0, 0.1, -0.3], [-0.5, 0.1, -0.1], [-0.6, -0.2, 0.2], [1.2, 0.3, -0.3], [0.6, -0.7, -0.1], [0.4, 0.6, 1.5], [-0.5, -0.5, -0.2], [-0.3, -0.6, 0.6], [0.2, 0.3, 0.7], [-0.4, 0.3, 0.0], [0.0, -1.3, 0.7], [0.1, 0.0, 0.2], [0.8, 1.2, 1.0], [-0.6, 0.4, 0.0], [1.2, -0.3, 1.6], [-2.1, -2.5, -1.5], [2.4, 1.0, 1.6], [-3.6, -1.8, 3.8], [3.7, 1.7, -3.9], [-1.8, -1.3, -0.2], [0.8, -2.9, 0.2], [-0.4, -1.2, -0.4], [-0.3, -0.5, 0.0], [-1.4, -0.3, -0.3], [0.5, -0.1, -0.5], [-0.1, -0.5, 0.0], [0.5, 0.2, 0.3], [0.0, 0.2, -0.1], [0.2, 0.2, -0.7], [-0.5, 1.9, -0.8], [0.9, 0.0, 1.6], [0.0, 0.2, -0.7], [0.3, 0.1, 0.0], [-0.2, 0.9, -0.4], [-0.7, -0.1, -0.2], [0.4, 1.2, 0.7], [-0.5, 1.3, -0.6], [0.7, 0.5, -0.4], [-0.4, 0.7, 0.2], [-0.2, -0.5, -0.6], [-1.5, -0.3, 0.6], [1.4, -0.3, 0.3], [-1.5, -2.0, -1.2], [-0.4, 0.7, 0.1], [-1.4, -1.6, -0.7], [0.7, 0.0, 1.2], [1.1, 1.2, 0.0], [-0.6, -2.8, -0.3], [-0.1, 2.8, 0.8], [-0.3, 0.0, -0.1], [1.4, -0.4, -1.1], [1.2, 0.0, 0.2], [0.0, 0.3, 0.1], [0.3, 0.3, -0.8], [0.2, 0.9, 0.3], [0.2, 0.2, 0.3], [-0.3, 0.5, -0.4], [0.5, 0.5, 0.5], [0.1, 0.9, -1.4], [0.4, 0.1, 0.4], [-0.5, -0.9, 0.2], [-0.3, -0.1, -0.5], [-0.4, -0.6, 0.2], [-0.1, 0.8, 1.0], [-0.1, -0.2, 0.1], [0.1, -0.1, 0.0], [1.1, 1.3, -0.3], [-0.8, -1.2, 2.6], [-0.1, 1.2, 1.0], [-1.2, -0.5, -0.2], [0.2, 0.0, -1.3], [1.4, 0.5, -0.3], [-1.3, -0.1, -0.9], [-0.9, 0.6, 1.0], [2.8, -1.0, -1.2], [-0.9, 0.3, -0.7], [0.0, 0.4, 0.7], [0.7, 0.3, -0.5], [-0.5, -1.4, -0.7], [0.5, -0.5, 0.2], [0.1, 0.0, -0.2], [-0.5, -0.5, -0.4], [0.4, -0.2, -0.5], [0.3, -0.1, -1.2], [0.1, 0.2, 0.0], [0.5, -0.2, 0.4], [-0.2, -0.1, 0.0], [-0.1, 0.4, 1.3], [-0.3, -0.1, -0.9], [-0.3, 0.2, 0.5], [0.6, -0.1, -0.2], [0.7, 0.0, 1.3], [-0.6, 0.4, 1.7], [-1.0, 0.6, 0.0], [-0.9, -0.5, -1.2], [1.3, 1.4, 1.3], [-1.5, -0.8, -0.3], [-0.6, 0.9, -0.8], [-0.1, -1.8, 2.1], [1.0, 0.0, -2.3], [-0.5, -0.9, 1.2], [0.3, -1.3, 0.8], [-0.6, -0.9, 0.6], [0.4, 0.3, -0.3], [-1.0, 0.6, 0.7], [0.1, 0.0, 0.1], [-0.8, 0.0, -1.5], [0.0, -0.8, -0.5], [0.0, 0.0, 0.7], [0.0, 0.0, 0.2], [-0.1, 0.4, -0.7], [1.4, 1.4, -0.1], [-0.1, 0.2, -0.8], [0.2, -0.3, 0.2], [-0.7, 0.0, 1.0], [0.3, 0.1, -0.7], [-0.7, 0.8, 0.3], [0.2, 0.2, -0.2], [1.1, 0.3, 0.2], [-0.3, 0.2, 0.1], [-0.1, -0.1, 0.3], [0.3, -0.1, -0.9], [0.5, 0.3, -1.2], [-0.1, 0.6, 0.2], [0.5, -0.5, 0.8], [1.4, 1.8, 1.9], [-2.0, 0.1, -0.5], [2.1, -1.3, 1.1], [-0.5, -0.4, 0.9], [1.4, 0.3, -0.8], [-1.2, -0.4, -1.0], [-0.1, 1.2, -0.2], [2.9, 0.3, 0.4], [-0.4, 0.0, -0.3], [-0.3, 0.3, -1.1], [-0.8, -0.9, -0.2], [0.6, -0.9, -0.7], [-0.1, 0.0, -0.3], [-0.2, -0.6, 0.1], [0.0, 1.2, -1.1], [-0.1, -0.6, -0.4], [-0.1, 0.0, -0.4], [-0.1, 0.9, -0.1], [-0.2, 0.2, 0.5], [0.2, -0.2, 0.1], [-0.2, 0.1, 0.3], [0.2, -0.2, 0.0], [0.1, 0.1, 0.3], [-0.3, -0.3, -0.1], [-0.2, 0.0, 0.1], [-0.7, 0.2, -0.1], [-1.0, -0.3, 0.2], [0.2, 0.3, -0.1], [-0.5, -0.4, 0.7], [0.4, -0.6, 0.5], [1.5, 0.2, 0.4], [-2.5, -5.4, -1.1], [0.5, 2.8, -0.7], [0.9, 1.4, -0.1], [-0.2, 0.3, 1.3], [-1.8, 0.9, 0.7], [0.0, -0.7, -1.2], [1.6, -0.2, -0.3], [-0.1, 0.4, 0.9], [0.4, 0.1, -0.4], [0.0, -3.4, 1.4], [-0.8, 0.4, 0.5], [-0.5, 1.7, -0.1], [0.6, 0.8, -0.1], [0.6, 0.8, 0.6], [0.8, -0.2, 0.0], [-0.6, 1.2, -1.2], [-0.2, -1.3, -0.5], [-0.8, -0.5, 2.2], [1.6, 1.4, -0.8], [-0.7, -0.6, 0.1], [-0.2, -0.4, 0.0], [-0.4, 0.0, 0.1], [1.0, 1.0, -2.1], [-1.1, -1.3, -0.6], [-0.1, 1.0, 0.9], [0.6, -0.3, 0.2], [-0.2, -0.5, 0.0], [0.9, 0.7, -0.6], [-1.1, 0.9, 0.9], [1.0, -0.4, -0.6], [-0.3, 0.0, 1.0], [0.4, -0.7, -0.4], [-0.5, 0.3, -0.6], [0.3, 0.2, 0.1], [-0.5, -0.8, 0.3], [0.0, 0.2, -0.7], [2.0, -2.0, -0.4], [-0.3, 0.0, 0.5], [-1.1, 1.8, 0.4], [-0.4, 0.1, -0.3], [-1.3, -0.7, 1.5], [-0.7, -0.1, -0.4], [1.0, 0.3, -0.3], [1.0, 1.1, -0.5], [-0.2, 1.1, -0.1], [-1.7, -2.4, 1.4], [0.6, 0.1, 0.6], [1.4, 0.1, -3.4], [-0.6, 1.1, 0.7], [1.9, 0.9, -0.6], [0.5, -1.3, 0.2], [-1.0, 0.8, -0.1], [-1.0, -0.6, 1.4]], "lowdin_charge": [-0.002, -0.372, -0.116, -0.143, -0.145, -0.425, 0.049, 0.217, 0.003, 0.009, 0.017, 0.114, 0.112, 0.052, 0.077, 0.135, 0.126, 0.087, 0.113, 0.126, 0.077, 0.053, 0.108, 0.119, 0.103, 0.070, 0.095, 0.078, 0.075, 0.007, -0.398, -0.098, -0.152, -0.088, -0.437, 0.103, 0.152, -0.004, 0.011, 0.002, 0.083, 0.090, 0.065, 0.139, 0.117, 0.106, 0.118, 0.105, 0.110, 0.090, 0.091, 0.105, 0.102, 0.064, 0.088, 0.054, 0.121, 0.065, -0.121, -0.222, -0.124, -0.085, 0.065, 0.140, 0.072, -0.096, -0.195, -0.201, -0.114, 0.086, 0.063, 0.106, 0.134, 0.111, 0.147, 0.095, 0.095, 0.131, 0.121, 0.129, 0.095, 0.113, 0.087, -0.053, -0.137, -0.220, 0.030, -0.156, -0.059, -0.093, -0.208, -0.197, -0.083, 0.068, 0.067, 0.112, 0.075, 0.122, 0.116, 0.064, 0.076, 0.153, 0.112, 0.067, 0.090, 0.111, 0.160, 0.098, 0.111, 0.147, 0.074, 0.120, 0.044, -0.027, -0.156, -0.276, 0.073, -0.117, -0.041, -0.100, -0.162, -0.196, -0.037, 0.074, 0.093, 0.071, 0.140, 0.113, 0.103, 0.085, 0.084, 0.133, 0.093, 0.067, 0.076, 0.089, 0.110, 0.148, 0.113, 0.071, 0.056, 0.101, 0.074, -0.057, -0.175, -0.218, 0.057, -0.165, -0.062, -0.062, -0.153, -0.245, -0.054, 0.056, 0.114, 0.087, 0.144, 0.106, 0.089, 0.084, 0.110, 0.125, 0.116, 0.083, 0.089, 0.101, 0.107, 0.117, 0.125, 0.135, 0.082, 0.101, 0.067, -0.282, 0.487, -0.246, -0.317, -0.147, 0.488, -0.298, -0.310, -0.190, -0.324, 0.566, -0.236, -0.241, -0.197, 0.531, -0.265, -0.282, -0.240, -0.283, 0.462, -0.291, -0.313, -0.228, 0.480, -0.245, -0.258, -0.161, -0.318, 0.509, -0.314, -0.303, -0.229, 0.512, -0.300, -0.270, -0.188, -0.304, 0.466, -0.271, -0.276, -0.164, 0.569, -0.240, -0.313, -0.228, -0.298, 0.551, -0.274, -0.318, -0.202, 0.554, -0.319, -0.286, -0.233], "de_lowest_kcal_mol": 0.0, "orbital_gap_ev": 6.821, "lumo_energy_ev": -2.678, "e_homo_ev": -9.50, "e_tot_ha": -10861.80522}

---

(2)
{"formula": "C2H5N3O2", "method": "wB97M-V/def2-TZVPD", "species": ["C", "C", "H", "H", "H", "H", "H", "N", "N", "N", "O", "O"], "xyz": [[0.075, -0.894, -0.137], [0.342, 1.108, 1.255], [-0.712, 1.728, -0.978], [-0.617, -0.540, -2.239], [0.542, -2.553, -0.737], [0.009, -0.789, 1.630], [1.100, 1.065, 2.219], [-0.351, -0.138, -1.206], [0.789, -1.885, 0.032], [-0.216, -0.158, 0.963], [-1.223, 0.954, -1.315], [0.262, 2.102, 0.513]], "forces_ev_per_angstrom": [[-2.1, 4.6, -2.1], [1.5, 1.1, -0.8], [-0.2, -0.6, 0.1], [2.0, 0.3, 3.7], [1.2, 0.5, 0.5], [0.7, -1.9, 3.4], [-2.2, 0.4, -1.9], [-0.7, -2.4, -7.2], [-0.2, -4.2, -1.6], [-0.1, 4.0, 1.9], [-0.4, 0.5, 1.7], [0.4, -2.3, 2.3]], "lowdin_charge": [-0.589, -0.210, 0.074, 0.217, 0.081, 0.074, 0.185, -0.014, 0.142, 0.093, -0.058, 0.006], "de_lowest_kcal_mol": 118.2, "orbital_gap_ev": 10.097, "lumo_energy_ev": 0.696, "e_homo_ev": -9.40, "smiles": "[H]/N=C(\\NO)NC=O", "e_tot_ha": -393.83093}